{
  "formula": "C29H22I2N5O6Ti",
  "method": "ωB97M-V with the def2-TZVPD basis set",
  "molar_mass_g_mol": 838.199,
  "relative_energy_kcal_mol": 16.84,
  "energy_ev": -89488.403,
  "e_homo_ev": [-6.07, -7.98],
  "fmax_ha_per_bohr": 0.0158,
  "spin_multiplicity": 2,
  "elements": ["Ti", "O", "C", "O", "C", "C", "C", "C", "C", "N", "C", "O", "O", "H", "H", "H", "H", "I", "C", "C", "C", "I", "C", "O", "C", "C", "N", "C", "C", "C", "C", "C", "C", "N", "C", "H", "H", "H", "H", "H", "H", "H", "H", "H", "H", "H", "O", "C", "C", "C", "C", "C", "C", "C", "N", "C", "C", "N", "H", "H", "H", "H", "H", "H", "H"],
  "positions_angstrom": [[0.293, -0.081, 0.249], [4.467, -0.184, 0.100], [3.174, -0.085, 0.458], [2.265, -0.585, -0.288], [2.818, 0.538, 1.659], [3.619, 1.153, 2.654], [3.008, 1.646, 3.774], [1.601, 1.549, 3.942], [0.887, 0.955, 2.937], [1.473, 0.475, 1.844], [-0.603, 0.763, 2.872], [-1.372, 1.105, 3.730], [-0.945, 0.179, 1.727], [4.494, -0.694, -0.722], [4.689, 1.225, 2.523], [3.609, 2.119, 4.540], [1.090, 1.925, 4.816], [0.338, 5.739, -4.938], [0.463, 4.385, -3.371], [0.170, 4.800, -2.080], [0.242, 3.890, -1.033], [-0.234, 4.497, 0.886], [0.616, 2.566, -1.264], [0.657, 1.703, -0.268], [0.905, 2.155, -2.573], [1.319, 0.731, -2.835], [0.406, -0.229, -2.206], [-0.914, -0.283, -2.821], [-1.869, 0.667, -2.150], [-2.843, 1.350, -2.863], [-3.704, 2.190, -2.179], [-3.569, 2.313, -0.807], [-2.570, 1.595, -0.172], [-1.732, 0.794, -0.830], [0.825, 3.067, -3.616], [-0.124, 5.822, -1.887], [2.313, 0.534, -2.436], [1.354, 0.575, -3.920], [0.821, -1.152, -2.189], [-1.292, -1.300, -2.715], [-0.868, -0.060, -3.893], [-2.900, 1.233, -3.937], [-4.464, 2.748, -2.712], [-4.213, 2.959, -0.228], [-2.419, 1.651, 0.897], [1.043, 2.737, -4.624], [-0.509, -1.686, -0.250], [-1.281, -2.703, 0.147], [-2.535, -2.845, -0.449], [-3.357, -3.906, -0.115], [-2.943, -4.838, 0.830], [-1.711, -4.681, 1.438], [-0.861, -3.621, 1.115], [0.410, -3.438, 1.823], [1.103, -2.327, 1.891], [2.157, -2.584, 2.736], [2.107, -3.871, 3.169], [0.989, -4.411, 2.578], [-2.851, -2.098, -1.166], [-4.327, -4.000, -0.587], [-3.584, -5.663, 1.108], [-1.421, -5.384, 2.209], [2.886, -1.828, 2.981], [2.744, -4.441, 3.821], [0.663, -5.355, 2.676]],
  "forces_ev_per_angstrom": [[-0.485, 0.012, -0.651], [-0.031, -0.071, -0.121], [0.069, -0.021, 0.094], [-0.169, 0.088, 0.076], [0.057, 0.064, 0.144], [0.028, -0.062, 0.016], [-0.072, 0.014, 0.032], [0.105, -0.005, 0.047], [0.122, 0.006, 0.031], [-0.051, 0.075, -0.030], [-0.076, -0.197, -0.418], [-0.008, 0.042, 0.093], [0.252, 0.188, 0.182], [0.015, 0.049, 0.079], [-0.006, -0.024, -0.043], [-0.025, 0.003, 0.012], [0.008, 0.007, -0.004], [-0.011, 0.120, -0.160], [0.005, -0.161, 0.226], [0.008, -0.052, -0.006], [-0.003, 0.224, -0.448], [-0.019, -0.037, 0.224], [-0.234, -0.446, 0.227], [0.461, 0.311, 0.203], [0.067, 0.150, -0.212], [-0.135, -0.009, -0.009], [0.179, 0.020, 0.289], [-0.002, -0.036, -0.085], [0.017, -0.004, -0.009], [0.037, -0.009, 0.009], [-0.026, 0.021, -0.022], [0.012, -0.013, 0.024], [0.051, -0.015, 0.011], [-0.019, -0.144, 0.142], [-0.026, -0.018, 0.073], [0.007, -0.002, 0.005], [-0.010, 0.063, 0.070], [0.035, -0.011, -0.001], [0.046, 0.004, -0.067], [-0.030, 0.013, 0.040], [0.010, 0.001, 0.005], [-0.020, 0.013, 0.003], [0.000, -0.004, 0.001], [-0.004, 0.002, -0.010], [-0.028, 0.019, -0.003], [0.000, 0.029, -0.010], [-0.114, -0.576, -0.045], [0.228, 0.586, -0.123], [-0.099, -0.237, 0.069], [0.010, 0.071, -0.040], [0.028, 0.004, 0.005], [-0.005, 0.009, 0.000], [-0.022, -0.145, 0.161], [-0.195, -0.054, -0.106], [0.031, 0.119, 0.100], [0.005, 0.046, -0.094], [-0.031, -0.087, -0.012], [0.061, 0.079, 0.026], [0.007, 0.013, -0.007], [-0.004, -0.014, 0.017], [0.001, -0.003, -0.007], [-0.011, -0.004, 0.002], [-0.012, -0.001, 0.001], [0.001, 0.009, 0.000], [0.016, -0.008, 0.001]]
}

---

{
  "formula": "FHI2OP",
  "method": "ωB97M-V with the def2-TZVPD basis set",
  "molar_mass_g_mol": 320.787,
  "relative_energy_kcal_mol": 23.94,
  "energy_ev": -30264.609,
  "charge": 1,
  "e_homo_ev": -13.73,
  "fmax_ha_per_bohr": 0.0865,
  "elements": ["O", "F", "P", "I", "I", "H"],
  "positions_angstrom": [[1.453, 0.384, -0.423], [0.894, -1.459, 1.220], [1.126, 0.102, 1.122], [-2.890, 0.274, -1.508], [-1.925, 0.596, 0.899], [1.342, 0.102, -1.310]],
  "forces_ev_per_angstrom": [[0.055, 0.706, 4.389], [0.279, 1.350, -0.114], [-0.518, -1.034, -3.207], [0.055, -0.086, -0.386], [0.524, 0.065, 0.681], [-0.394, -1.000, -1.362]]
}

---

{
  "formula": "C14H5F5IN4O6ReS2",
  "method": "ωB97M-V with the def2-TZVPD basis set",
  "molar_mass_g_mol": 797.451,
  "relative_energy_kcal_mol": 21.45,
  "energy_ev": -78330.091,
  "charge": -1,
  "e_homo_ev": [-5.45, -5.45],
  "fmax_ha_per_bohr": 0.0116,
  "spin_multiplicity": 2,
  "elements": ["Re", "S", "C", "C", "N", "C", "S", "C", "N", "O", "C", "O", "C", "C", "C", "C", "C", "C", "N", "O", "O", "N", "O", "O", "H", "H", "H", "I", "C", "H", "H", "F", "C", "F", "C", "F", "F", "F"],
  "positions_angstrom": [[0.269, 1.481, 1.830], [2.345, 1.529, 1.037], [2.680, 3.219, 0.659], [3.947, 3.527, 0.092], [4.985, 3.760, -0.345], [1.746, 4.157, 0.918], [0.223, 3.725, 1.661], [1.954, 5.539, 0.640], [2.098, 6.657, 0.416], [-3.501, 0.458, 0.705], [-2.324, 0.380, 0.465], [-1.480, 1.215, 1.156], [-1.720, -0.543, -0.496], [-2.566, -1.295, -1.255], [-2.094, -2.129, -2.281], [-0.768, -2.008, -2.712], [0.110, -1.275, -1.981], [-0.230, -0.728, -0.622], [1.379, -0.928, -2.544], [2.062, -0.101, -1.944], [1.708, -1.416, -3.616], [-3.006, -2.927, -3.031], [-2.574, -3.572, -3.982], [-4.189, -2.923, -2.709], [-3.631, -1.208, -1.090], [-0.458, -2.439, -3.653], [0.316, 0.218, -0.513], [1.512, -0.080, 4.698], [0.316, 1.510, 3.885], [0.677, 2.415, 4.358], [-0.716, 1.312, 4.192], [1.688, -1.712, 0.405], [0.358, -1.588, 0.516], [0.134, -0.914, 1.739], [-0.200, -3.005, 0.783], [0.468, -3.555, 1.806], [-1.490, -2.980, 1.102], [-0.029, -3.778, -0.287]],
  "forces_ev_per_angstrom": [[-0.566, 0.015, 0.097], [0.148, 0.103, -0.068], [-0.207, -0.063, 0.068], [0.172, 0.031, -0.079], [-0.028, -0.005, 0.012], [-0.101, -0.211, 0.001], [0.224, 0.166, 0.120], [0.022, 0.175, -0.093], [-0.005, -0.013, 0.036], [-0.006, 0.074, -0.007], [-0.198, -0.303, 0.134], [0.519, 0.025, -0.291], [0.019, 0.105, 0.008], [-0.048, -0.019, 0.024], [0.053, -0.041, 0.034], [-0.012, -0.029, -0.025], [-0.006, -0.029, 0.132], [0.128, -0.067, 0.010], [-0.116, 0.236, -0.219], [0.048, -0.080, 0.077], [0.052, -0.093, 0.073], [-0.052, 0.157, -0.179], [0.011, -0.050, 0.067], [0.013, -0.057, 0.060], [0.003, -0.005, -0.004], [-0.006, 0.001, 0.004], [-0.013, 0.009, 0.009], [-0.025, -0.048, 0.002], [0.044, -0.083, 0.010], [0.002, 0.011, -0.003], [-0.001, 0.024, 0.015], [0.007, 0.016, 0.003], [-0.060, 0.025, -0.071], [-0.030, 0.056, 0.024], [0.022, -0.031, 0.017], [-0.012, 0.006, -0.026], [0.014, -0.004, 0.009], [-0.010, -0.003, 0.015]]
}

---

{
  "formula": "C4H2BaO2",
  "method": "ωB97M-V with the def2-TZVPD basis set",
  "molar_mass_g_mol": 219.386,
  "relative_energy_kcal_mol": 44.31,
  "energy_ev": -8956.196,
  "charge": 1,
  "e_homo_ev": [-13.50, -12.99],
  "fmax_ha_per_bohr": 0.0525,
  "spin_multiplicity": 2,
  "elements": ["H", "C", "C", "C", "C", "H", "O", "O", "Ba"],
  "positions_angstrom": [[0.565, -2.611, -0.807], [0.037, -1.681, -0.634], [-0.607, -0.750, -0.143], [-2.345, 1.179, -0.191], [-1.546, 0.269, -0.185], [-3.014, 2.009, -0.035], [2.847, 0.437, 1.495], [1.637, 0.986, 1.309], [2.425, 0.163, -0.809]],
  "forces_ev_per_angstrom": [[-0.362, 0.385, 0.090], [-0.417, 0.762, 1.362], [0.207, -1.417, -2.289], [0.630, -0.476, 0.453], [-0.286, 0.869, 0.670], [0.149, -0.364, -0.323], [-0.906, 0.459, 0.175], [1.019, -0.389, 0.088], [-0.033, 0.172, -0.226]]
}

---

{
  "formula": "C10H13N4",
  "method": "ωB97M-V with the def2-TZVPD basis set",
  "molar_mass_g_mol": 189.242,
  "relative_energy_kcal_mol": 25.11,
  "energy_ev": -16533.813,
  "charge": 1,
  "e_homo_ev": -11.08,
  "fmax_ha_per_bohr": 0.0842,
  "elements": ["N", "C", "C", "C", "C", "N", "C", "C", "N", "C", "C", "C", "C", "N", "H", "H", "H", "H", "H", "H", "H", "H", "H", "H", "H", "H", "H"],
  "positions_angstrom": [[0.366, 2.495, 0.022], [0.825, 1.136, -0.026], [-0.656, 0.278, -0.031], [-0.816, -0.987, -0.520], [-2.092, -1.571, -0.472], [-2.277, -2.831, -0.668], [-3.184, -0.851, 0.147], [-2.929, 0.426, 0.585], [-1.675, 0.946, 0.581], [1.509, 0.645, -1.217], [2.749, 0.107, -1.175], [3.344, -0.326, 0.090], [2.737, 0.014, 1.218], [1.523, 0.779, 1.170], [0.681, 3.064, 0.823], [0.456, 3.137, -0.821], [-0.094, -1.428, -1.091], [-3.172, -3.301, -0.606], [-1.647, -3.400, -1.193], [-4.037, -1.397, 0.063], [-3.696, 1.135, 0.740], [-1.584, 1.923, 0.779], [1.120, 0.946, -2.143], [3.285, -0.245, -1.969], [4.230, -0.887, 0.083], [3.103, -0.234, 2.289], [1.042, 0.754, 2.024]],
  "forces_ev_per_angstrom": [[0.151, 2.961, -0.706], [-2.571, -1.684, 0.929], [1.448, 1.269, 0.779], [-1.999, 2.006, 0.450], [-0.256, 2.110, 3.081], [-0.871, -3.360, -1.538], [3.938, 1.603, -0.804], [-0.106, -1.178, -0.975], [-0.592, -1.805, -1.017], [2.718, 0.462, -0.261], [-1.809, -0.366, 3.030], [-0.737, 0.903, -0.444], [-1.130, 0.588, 1.797], [2.340, -0.937, -0.353], [0.167, -0.890, -0.548], [0.043, -1.720, 1.199], [2.199, -1.129, -1.026], [-0.023, 0.592, 0.200], [0.740, -0.027, -0.124], [-2.977, -0.475, 0.336], [-0.831, 0.443, 0.883], [0.650, 0.581, -0.049], [-0.749, 0.215, -1.216], [0.901, -0.323, -2.566], [1.046, -0.542, 0.064], [-0.766, 0.450, -2.111], [-0.922, 0.253, 0.989]]
}

---

{
  "formula": "C3H5KO4",
  "method": "ωB97M-V with the def2-TZVPD basis set",
  "molar_mass_g_mol": 144.167,
  "energy_ev": -27689.262,
  "charge": 2,
  "e_homo_ev": -19.02,
  "fmax_ha_per_bohr": 0.1096,
  "elements": ["H", "C", "C", "O", "C", "O", "K", "O", "H", "H", "H", "O", "H"],
  "positions_angstrom": [[2.911, 0.694, -1.334], [1.908, 0.421, -0.993], [1.257, -0.893, -1.008], [-0.026, -0.593, -0.486], [-0.131, 0.647, -0.099], [-1.088, 1.384, -0.037], [-1.958, 1.497, 3.333], [1.153, 1.292, -0.501], [1.800, -1.619, -0.378], [1.183, -1.294, -2.033], [-2.508, 0.014, 0.438], [-2.371, -0.313, 1.484], [-2.129, -1.237, 1.616]],
  "forces_ev_per_angstrom": [[-0.185, 0.026, -0.023], [0.151, 0.200, 0.067], [0.506, -0.276, -0.077], [-0.202, -0.777, 1.048], [-3.350, 2.931, -3.457], [2.869, -1.970, 1.176], [-0.282, 0.165, 0.236], [1.038, 0.101, 0.623], [-0.110, 0.058, -0.161], [-0.072, 0.029, 0.184], [0.430, -2.127, 4.347], [-0.375, 1.792, -3.131], [-0.418, -0.154, -0.833]]
}

---

Repeat the sixth record exactly.
{
  "formula": "C3H5KO4",
  "method": "ωB97M-V with the def2-TZVPD basis set",
  "molar_mass_g_mol": 144.167,
  "energy_ev": -27689.262,
  "charge": 2,
  "e_homo_ev": -19.02,
  "fmax_ha_per_bohr": 0.1096,
  "elements": ["H", "C", "C", "O", "C", "O", "K", "O", "H", "H", "H", "O", "H"],
  "positions_angstrom": [[2.911, 0.694, -1.334], [1.908, 0.421, -0.993], [1.257, -0.893, -1.008], [-0.026, -0.593, -0.486], [-0.131, 0.647, -0.099], [-1.088, 1.384, -0.037], [-1.958, 1.497, 3.333], [1.153, 1.292, -0.501], [1.800, -1.619, -0.378], [1.183, -1.294, -2.033], [-2.508, 0.014, 0.438], [-2.371, -0.313, 1.484], [-2.129, -1.237, 1.616]],
  "forces_ev_per_angstrom": [[-0.185, 0.026, -0.023], [0.151, 0.200, 0.067], [0.506, -0.276, -0.077], [-0.202, -0.777, 1.048], [-3.350, 2.931, -3.457], [2.869, -1.970, 1.176], [-0.282, 0.165, 0.236], [1.038, 0.101, 0.623], [-0.110, 0.058, -0.161], [-0.072, 0.029, 0.184], [0.430, -2.127, 4.347], [-0.375, 1.792, -3.131], [-0.418, -0.154, -0.833]]
}